96
Properties=species:S:1:pos:R:3:forces:R:3:mulliken_charge:R:1 method="wB97M-V/def2-TZVPD" e_homo_ev=-16.44 lumo_ev=-10.71 charge=+3
W 0.09864 -0.42838 -0.10762 0.1 0.6 1.0 0.84
Cl 0.04708 0.50519 2.46887 0.0 0.1 -0.3 0.13
C 1.62135 -0.01202 3.08546 -0.1 -0.1 0.2 0.69
C 1.68349 -0.32920 4.42600 0.2 -0.1 -0.1 -0.51
C 2.92666 -0.68792 4.94084 0.0 0.0 0.0 -0.78
C 4.04749 -0.72837 4.12210 -0.1 0.0 0.0 -0.84
C 3.94930 -0.40758 2.77531 -0.2 0.0 0.1 -0.75
C 2.71735 -0.03134 2.23633 0.1 0.0 0.1 -0.28
P 2.56211 0.46470 0.51301 -0.2 0.2 -0.4 2.32
C 4.04385 -0.04934 -0.39527 -0.1 0.0 0.1 0.68
C 5.12705 0.83279 -0.25661 0.1 0.1 0.1 -0.56
C 6.35766 0.51759 -0.80232 0.0 0.0 0.0 -0.85
C 6.52723 -0.66353 -1.51117 0.0 0.0 0.0 -0.68
C 5.45909 -1.53471 -1.65971 0.0 0.0 0.0 -0.88
C 4.22553 -1.23909 -1.10048 0.0 -0.1 -0.1 -0.62
C 2.67603 2.26481 0.44590 -0.1 0.0 0.2 0.12
C 2.70325 3.02863 1.60844 -0.1 0.1 0.0 -0.30
C 2.92527 4.39925 1.53114 0.0 -0.1 0.0 -0.94
C 3.13325 4.99938 0.30110 0.0 0.0 -0.1 -0.52
C 3.10999 4.23651 -0.86547 0.0 0.0 0.1 -1.34
C 2.87861 2.87486 -0.79677 -0.1 0.0 -0.1 -0.06
H 0.80462 -0.30059 5.05201 -0.1 0.0 0.0 0.60
H 3.00888 -0.94516 5.98740 0.0 0.0 0.0 0.46
H 5.00370 -1.01972 4.53208 0.0 0.0 0.0 0.50
H 4.82360 -0.45759 2.14172 0.0 0.0 0.0 0.53
H 5.03177 1.76208 0.29158 0.0 -0.1 0.0 0.59
H 7.18330 1.20350 -0.67694 0.0 0.0 0.0 0.47
H 7.48780 -0.90106 -1.94551 0.0 0.0 0.0 0.45
H 5.57981 -2.45440 -2.21326 0.0 0.0 0.0 0.50
H 3.42699 -1.93960 -1.24406 -0.1 0.0 0.0 0.37
H 2.57074 2.57096 2.57877 0.0 0.0 0.0 0.51
H 2.95546 4.98824 2.43576 0.0 0.0 0.0 0.48
H 3.33745 6.05959 0.24849 0.0 0.0 0.0 0.48
H 3.30974 4.70069 -1.82144 0.0 0.0 0.0 0.57
H 2.92248 2.28141 -1.70631 0.0 0.0 0.1 0.66
O -0.57136 -1.72243 -3.72258 -0.1 0.1 -0.1 -0.60
S -1.02926 -1.06507 -2.57186 0.4 0.1 0.6 1.26
O -1.16497 -1.79570 -1.27268 -0.1 -0.2 -0.2 -0.47
O -0.02310 0.04287 -2.01654 0.0 -0.5 -0.3 -0.74
C -2.52828 -0.22595 -2.71676 -0.1 0.1 0.0 0.59
C -3.07674 -0.05535 -3.97552 -0.2 0.1 0.1 -0.61
C -4.34043 0.53012 -4.07240 0.2 -0.1 0.0 -0.88
C -5.00528 0.90622 -2.92380 0.0 0.0 0.1 -0.80
C -4.42872 0.73219 -1.65929 -0.1 0.0 -0.1 -0.21
C -3.16976 0.16793 -1.52263 0.0 0.0 0.0 -0.52
P -2.53128 -0.12221 0.18568 0.0 -0.3 -0.2 1.49
C -3.15788 1.22849 1.17354 0.1 0.1 0.1 1.19
C -3.52835 0.99166 2.50138 0.0 0.1 0.0 -0.79
C -4.01286 2.03392 3.27653 0.0 0.0 0.0 -0.76
C -4.13548 3.30603 2.73936 0.0 0.0 0.0 -0.93
C -3.76878 3.54736 1.41986 0.0 0.0 0.0 -0.64
C -3.27259 2.51925 0.64287 -0.1 0.0 0.0 -0.70
C -3.19434 -1.68100 0.77791 0.0 0.0 0.0 1.26
C -4.15961 -2.35738 0.03071 0.0 -0.1 0.0 -0.83
C -4.69494 -3.54160 0.51310 0.0 0.0 0.0 -0.88
C -4.27072 -4.05556 1.72839 0.0 0.0 0.0 -0.82
C -3.30754 -3.38603 2.47358 0.0 0.0 -0.1 -1.08
C -2.76668 -2.20356 2.00126 0.1 0.0 0.1 -0.38
H -2.55203 -0.40669 -4.85244 0.1 0.0 -0.1 0.63
H -4.80058 0.66482 -5.04125 0.0 0.0 0.0 0.52
H -5.99572 1.33537 -2.99207 0.0 0.0 0.0 0.52
H -4.99607 1.02848 -0.78740 0.0 0.0 0.0 0.68
H -3.48147 -0.00055 2.92547 0.0 0.0 0.0 0.45
H -4.31522 1.84392 4.29660 0.0 0.0 0.0 0.52
H -4.52621 4.11102 3.34600 0.0 0.0 0.0 0.46
H -3.87591 4.53849 1.00256 0.0 0.0 0.0 0.51
H -2.99680 2.72076 -0.38544 0.0 0.0 0.0 0.51
H -4.50108 -1.98072 -0.92280 0.0 0.0 0.0 0.49
H -5.44110 -4.06547 -0.06692 0.0 0.0 0.0 0.48
H -4.68827 -4.98166 2.09693 0.0 0.0 0.0 0.46
H -2.97674 -3.78777 3.42022 0.0 0.0 0.0 0.50
H -2.01309 -1.69908 2.59520 0.0 0.0 -0.1 0.54
C -0.25929 4.32533 -4.17354 0.0 0.0 0.0 -1.39
C -1.10996 4.95763 -3.07340 0.0 0.1 0.0 0.57
C -2.49361 4.32100 -2.97732 0.0 0.0 0.1 -1.04
C -0.40446 5.07006 -1.72154 0.0 -0.1 0.1 -0.86
N -0.36354 3.80925 -0.94494 0.0 -0.3 -0.1 1.20
C -0.21478 2.55093 -1.31627 0.1 0.0 0.3 -0.50
N -0.22787 1.79352 -0.20998 -0.1 0.5 -0.6 0.99
N -0.40744 2.65550 0.82025 0.2 0.0 0.2 0.12
N -0.48074 3.84111 0.39252 0.0 0.1 0.0 -1.37
H -0.72560 4.48496 -5.14412 0.0 0.0 0.0 0.45
H -0.14779 3.24386 -4.06445 0.0 -0.1 0.0 0.24
H 0.73747 4.76282 -4.21781 0.0 0.0 0.0 0.39
H -1.25827 6.00674 -3.34917 0.0 0.0 0.0 0.43
H -2.44617 3.25658 -2.72089 0.0 0.0 0.0 -0.11
H -3.00041 4.38930 -3.93814 0.0 0.0 0.0 0.55
H -3.12265 4.82050 -2.23910 0.0 0.0 0.0 0.35
H -0.92368 5.76221 -1.05872 0.0 0.0 0.0 0.50
H 0.62998 5.40123 -1.82375 0.0 0.0 -0.1 0.17
H -0.07504 2.22633 -2.32546 0.0 -0.1 -0.1 0.25
O 0.15819 -4.02421 -0.18447 -0.1 0.1 0.0 -0.52
S 1.03883 -3.03020 0.29427 0.0 0.3 -0.5 0.97
O 0.08717 -1.81819 1.10893 0.0 -0.1 -0.2 -0.37
O 1.29187 -1.89629 -0.80191 0.2 -0.5 0.2 -0.44
S 2.49782 -3.40003 1.35446 0.2 0.0 0.1 -0.05

---

87
Properties=species:S:1:pos:R:3:forces:R:3:mulliken_spin:R:1 method="wB97M-V/def2-TZVPD" e_homo_ev="-12.91 / -13.24" multiplicity=3 relative_energy_ev=0.047 lumo_ev="-5.09 / -7.62" charge=+2
Pt -1.24948 0.20576 -0.32113 0.0 -0.1 0.3 1.38
C -3.36823 4.36056 -2.67042 0.0 -0.1 0.0 0.00
N -3.86760 2.99173 -2.80939 -0.1 0.1 0.0 0.01
C -5.08509 2.64642 -3.35664 0.0 -0.1 0.0 0.00
C -5.18548 1.30909 -3.28855 0.0 0.1 0.0 0.00
N -4.01595 0.83281 -2.69637 0.0 -0.1 0.1 0.01
C -3.22752 1.88996 -2.39762 0.2 0.0 0.0 0.01
S -1.67694 2.01734 -1.65086 0.0 0.0 -0.2 0.28
C -3.79061 -0.56856 -2.50044 0.1 0.1 -0.1 0.01
C -4.38365 -1.43172 -3.41065 0.1 0.0 0.0 0.00
C -4.30068 -2.79239 -3.18360 0.0 0.0 0.0 0.00
C -3.62928 -3.23368 -2.05718 0.0 0.0 0.0 0.00
C -3.02790 -2.29648 -1.24391 0.0 0.0 0.0 -0.02
N -3.08062 -0.97132 -1.45193 -0.1 -0.1 0.0 0.06
H -4.10326 5.02698 -3.11035 0.0 0.0 0.0 0.00
H -2.42172 4.46126 -3.19618 0.0 0.0 0.0 0.00
H -3.23737 4.59814 -1.61711 0.0 0.0 0.0 0.00
H -5.77249 3.38434 -3.73012 0.0 0.0 0.0 0.00
H -5.99550 0.66119 -3.56379 0.0 0.0 0.0 0.00
H -4.88419 -1.05401 -4.28889 0.0 0.0 0.0 0.00
H -4.75595 -3.48745 -3.87583 0.0 0.0 0.0 0.00
H -3.54927 -4.28328 -1.81298 0.0 0.0 0.0 0.00
H -2.47646 -2.61758 -0.37558 0.0 0.0 0.1 0.01
C -0.84295 -5.16998 2.47679 0.0 0.0 0.0 0.00
C -1.53488 -3.97467 2.60887 0.0 0.0 0.0 0.03
C -1.23959 -2.91286 1.76679 -0.1 0.1 0.0 0.01
C -0.25992 -3.04414 0.78466 0.0 0.0 0.1 -0.03
C 0.45643 -4.23757 0.67981 0.0 0.0 0.0 0.00
C 0.15432 -5.29817 1.51771 0.0 0.0 0.0 0.00
P 0.24416 -1.60371 -0.17802 0.1 0.3 -0.1 0.15
C 0.54170 -2.05448 -1.89555 -0.1 -0.1 0.0 0.02
C 1.13388 -1.08450 -2.70854 0.0 0.0 0.0 0.01
C 1.32268 -1.33095 -4.05639 0.0 0.0 0.0 0.00
C 0.90657 -2.53903 -4.60595 0.0 0.0 0.0 0.01
C 0.30028 -3.49576 -3.80688 0.0 0.0 0.0 0.00
C 0.11298 -3.25630 -2.45119 0.0 0.0 0.0 0.01
C 1.82979 -1.14466 0.54557 0.0 -0.1 0.0 -0.08
C 3.02219 -1.57850 -0.02962 0.1 0.0 0.0 0.00
C 4.22653 -1.34397 0.61799 -0.1 -0.1 0.1 0.00
C 4.23977 -0.68789 1.83870 0.0 -0.1 0.1 0.00
C 3.04981 -0.26244 2.41653 0.0 0.0 0.0 0.01
C 1.84490 -0.48534 1.77309 0.0 0.0 0.1 0.03
H -1.07064 -6.00071 3.13118 0.0 0.0 0.0 0.00
H -2.29580 -3.86460 3.36953 0.0 0.0 0.0 0.00
H -1.76970 -1.97249 1.89228 0.0 0.0 0.0 0.00
H 1.25752 -4.33929 -0.04235 0.0 0.0 0.0 0.00
H 0.70714 -6.22391 1.43124 0.0 0.0 0.0 0.00
H 1.45272 -0.14234 -2.27524 0.0 0.0 0.0 0.01
H 1.79585 -0.58464 -4.68067 0.0 0.0 0.0 0.00
H 1.06031 -2.73424 -5.65888 0.0 0.0 0.0 0.00
H -0.02137 -4.43604 -4.23455 0.0 0.0 0.0 0.00
H -0.35758 -4.01228 -1.83606 0.0 0.0 0.0 0.00
H 3.01681 -2.09841 -0.97896 0.0 0.0 0.0 0.00
H 5.15251 -1.68068 0.17105 0.0 0.0 0.0 0.00
H 5.17904 -0.51429 2.34723 0.0 0.0 0.0 0.00
H 3.05933 0.23748 3.37578 0.0 0.0 0.0 0.00
H 0.92474 -0.14059 2.23299 0.0 -0.1 0.0 0.01
O 0.51844 1.60818 0.36453 -0.1 0.0 -0.2 0.02
S 0.43211 3.07028 0.80261 -0.3 -0.1 0.0 0.01
C 1.84245 3.90006 0.04141 0.1 0.1 0.0 0.01
C 3.17811 3.28313 0.32365 0.0 0.0 0.0 0.00
C 3.99328 3.79781 1.32803 0.0 0.0 0.0 0.00
C 5.23236 3.23045 1.58459 0.0 0.0 0.0 0.00
C 5.66725 2.14724 0.83344 0.0 0.1 0.0 0.00
C 4.86057 1.63198 -0.17114 0.0 0.2 -0.1 0.00
C 3.61974 2.19608 -0.42262 0.0 -0.1 0.0 0.00
C 0.96043 3.03326 2.51020 0.0 0.0 0.1 0.00
C -0.03242 2.28725 3.37053 0.1 0.0 0.0 0.00
C 0.44933 1.58309 4.46910 0.0 0.0 0.0 0.00
C -0.41984 0.89946 5.30641 0.0 0.0 0.0 0.00
C -1.78283 0.90601 5.04699 0.0 0.0 0.0 0.00
C -2.27110 1.60761 3.95430 0.0 0.0 0.0 0.00
C -1.40117 2.29884 3.12181 0.0 0.0 0.0 0.00
H 1.77180 4.93157 0.39649 0.0 0.0 0.0 0.00
H 1.59859 3.89698 -1.02253 0.0 0.0 0.0 0.00
H 3.66809 4.65845 1.90202 0.0 0.0 0.0 0.00
H 5.86395 3.64472 2.35891 0.0 0.0 0.0 0.00
H 6.64170 1.71630 1.02166 0.0 0.0 0.0 0.00
H 5.20374 0.79742 -0.76841 0.0 0.1 0.0 0.00
H 2.99425 1.79858 -1.21317 0.0 0.0 0.0 0.00
H 1.08118 4.07704 2.81706 0.0 0.0 0.0 0.00
H 1.93839 2.54808 2.53008 0.0 0.0 0.0 0.00
H 1.51264 1.58095 4.67839 0.0 0.0 0.0 0.00
H -0.03259 0.36664 6.16468 0.0 0.0 0.0 0.00
H -2.46342 0.37849 5.70167 0.0 0.0 0.0 0.00
H -3.33473 1.62979 3.75563 0.0 0.0 0.0 0.00
H -1.80460 2.85711 2.28424 0.0 0.0 0.0 0.00

---

91
Properties=species:S:1:pos:R:3:forces:R:3:mulliken_charge:R:1 method="wB97M-V/def2-TZVPD" e_homo_ev="-1.10 / -1.08" relative_energy_ev=4.922 lumo_ev="2.50 / 2.50" charge=-1
Sn -0.72385 0.22963 1.45689 -0.1 -1.4 -1.8 1.05
C -1.87752 6.14762 -0.80520 0.4 -3.0 0.4 -0.52
C -3.07584 5.83060 -0.21689 0.4 0.2 1.0 -0.85
C -3.20838 4.67124 0.53004 -1.2 0.0 -0.3 0.07
C -2.31750 3.61142 0.43557 0.1 0.6 0.4 0.36
C -1.04678 3.90987 -0.11833 -0.2 -1.1 -0.9 -0.34
C -0.87286 5.11527 -0.77807 0.6 2.1 -0.5 -0.49
P -2.65369 1.91174 1.05213 -1.2 1.5 -0.6 0.19
C -4.18737 1.16583 0.52001 -1.0 2.3 -1.2 0.80
C -4.75314 0.14775 1.25053 0.1 -1.7 1.8 -0.26
C -6.03943 -0.38520 1.01366 1.5 0.9 -1.6 -0.91
C -6.72088 0.04983 -0.11967 -0.6 -0.1 0.5 -0.39
C -6.14698 1.03626 -0.92017 0.2 0.7 0.0 -0.40
C -4.93565 1.65031 -0.58034 -0.4 -1.2 -0.6 -0.61
C -3.01482 2.29383 2.76963 -1.0 -0.6 0.9 0.64
C -4.15974 3.00080 3.16684 1.2 -0.6 -0.2 -0.59
C -4.16148 3.51356 4.48516 -0.6 0.3 0.5 -0.87
C -3.11388 3.36546 5.38251 0.0 -0.4 -0.5 -0.93
C -2.02163 2.50230 5.04457 -0.5 -0.1 -0.7 0.79
C -0.92043 2.29586 5.90789 1.1 -1.0 -1.5 -0.85
C 0.13452 1.43139 5.49381 -0.5 1.1 1.4 -0.66
C 0.08506 0.69679 4.30771 -2.1 1.3 -0.7 -0.98
C -1.01849 0.91983 3.43418 1.4 -0.4 2.2 0.06
C -2.04691 1.84446 3.72754 0.5 1.4 1.7 0.13
H -1.84389 7.10304 -1.23289 0.8 1.0 -1.0 0.44
H -3.89496 6.52323 -0.19392 -0.2 0.4 0.0 0.40
H -4.09959 4.68260 1.15981 0.1 -0.8 -0.3 0.16
H -0.22474 3.14534 -0.16977 -1.0 0.7 0.1 0.26
H 0.09031 5.31486 -1.30778 -0.8 -0.2 0.7 0.33
H -4.12971 -0.27618 2.07537 -0.8 0.4 -0.5 0.19
H -6.39380 -1.20920 1.57314 -0.3 -0.5 0.7 0.44
H -7.73461 -0.32151 -0.35056 0.7 0.1 0.1 0.33
H -6.69585 1.37143 -1.80455 0.3 0.0 0.2 0.35
H -4.54376 2.36609 -1.29287 0.2 0.3 0.3 0.44
H -5.01372 3.15861 2.45972 1.0 -0.1 0.8 0.52
H -5.07429 4.04669 4.76576 0.4 0.1 0.2 0.35
H -3.08966 3.84325 6.37504 -0.3 -0.2 -0.6 0.32
H -0.81895 2.92726 6.78413 -0.1 -0.3 0.2 0.33
H 1.01292 1.37627 6.15241 -0.3 -0.1 -0.2 0.33
H 0.85344 0.02358 3.94662 0.1 0.0 0.5 0.52
O -1.93740 -2.66834 -0.55984 -0.7 -0.7 -0.6 -0.81
C -1.39981 -2.93886 0.49594 0.3 0.9 0.3 -0.07
C -1.15335 -4.36187 1.00829 1.8 0.2 -0.2 -0.48
C -0.23559 -4.13523 2.23772 0.7 1.4 -1.0 -0.67
C -0.06050 -2.60950 2.24750 1.9 2.6 0.5 0.38
O 0.79799 -1.91300 2.88904 -2.4 -2.5 -1.1 -0.67
N -0.86059 -1.98199 1.32157 0.4 -3.2 0.9 0.29
H -0.71031 -4.96408 0.17628 -0.2 0.5 0.8 0.24
H -2.05795 -4.82948 1.30224 -1.0 -0.4 0.1 0.35
H 0.79483 -4.48626 2.20653 -0.2 -0.5 -0.2 0.25
H -0.68068 -4.39322 3.16393 -0.4 -0.5 0.9 0.38
C 7.42024 0.05047 0.24520 0.3 0.6 0.3 -1.52
C 6.88897 -0.35136 -1.07618 -0.4 -0.8 -0.9 0.98
C 7.08001 -1.66785 -1.55604 0.8 -0.1 0.6 -0.52
C 6.45725 -2.16718 -2.70672 -1.2 2.4 0.3 -0.41
C 5.57783 -1.29001 -3.42169 1.3 1.3 3.5 -0.14
N 4.77889 -1.70642 -4.46889 -1.1 -0.8 -0.3 -0.04
C 3.37757 -1.61572 -4.43819 -1.0 0.4 -2.6 0.10
O 2.84798 -1.28314 -5.52564 0.4 -0.5 2.4 -0.73
N 2.58779 -1.93934 -3.29640 1.2 1.9 -2.8 0.14
C 2.80932 -3.07275 -2.55571 0.3 -1.6 0.9 0.48
C 3.42703 -4.21609 -3.09740 0.6 1.7 -0.7 -0.32
C 3.62046 -5.28899 -2.28509 -0.6 -1.7 1.2 -0.60
C 2.91556 -5.33604 -1.05166 0.8 0.4 -0.2 -0.43
N 2.37542 -4.24366 -0.54226 -0.7 -0.2 0.5 -0.34
C 2.36671 -3.11288 -1.23903 0.3 -1.1 -1.2 -0.63
C 5.43411 0.06269 -2.96419 1.6 -1.3 0.2 -0.24
C 6.10090 0.52676 -1.82051 -0.6 -0.7 -0.6 -0.76
H 6.75060 -0.23855 1.03577 -0.3 -0.6 0.4 0.30
H 7.42613 1.12425 0.34116 0.2 0.5 -0.2 0.39
H 8.42038 -0.30358 0.47019 0.1 -0.2 -0.1 0.39
H 7.79159 -2.29690 -0.94188 -1.0 0.5 -0.9 0.24
H 6.52130 -3.18873 -2.97663 0.2 -0.8 -0.3 0.51
H 5.13898 -1.36818 -5.34422 -0.5 -0.1 -0.5 0.33
H 1.62892 -1.70971 -3.54183 0.1 0.0 0.4 0.10
H 3.83222 -4.12919 -4.12913 -0.2 -0.4 0.9 0.45
H 4.25068 -6.13200 -2.56452 -0.4 0.0 -0.2 0.40
H 2.79339 -6.22563 -0.40608 0.5 0.3 -0.7 0.37
H 1.90866 -2.25872 -0.83233 -0.4 1.1 0.8 0.67
H 4.93864 0.78847 -3.57390 -0.7 0.1 -0.2 0.47
H 5.90451 1.55147 -1.50614 0.3 -0.2 0.1 0.30
Cl 1.29199 0.43257 0.15957 2.4 0.3 -0.8 -0.55
C -1.63377 -0.33886 -3.75618 -1.9 -0.8 -1.1 -1.26
C -2.10237 0.36193 -2.49676 0.5 0.9 -0.8 0.00
O -1.49628 -0.19316 -1.38652 -0.8 -1.5 0.3 0.07
H -2.21230 0.09956 -4.61979 0.3 -0.7 0.6 0.37
H -1.87925 -1.44100 -3.62845 0.4 1.1 -0.5 0.29
H -0.60510 -0.20262 -4.05179 0.5 0.0 0.5 0.24
H -3.22132 0.28463 -2.41113 0.8 0.5 -0.2 0.21
H -1.71252 1.40059 -2.58325 -0.8 -0.2 0.3 0.23
H -1.89921 -1.11510 -1.32463 1.0 1.1 0.7 0.14

---

| no. | electronic energy (eV) |
| --- | --- |
| 1 | -126784.6318 |
| 2 | -83844.4016 |
| 3 | -84941.9906 |